# 1
The following is a quantum chemistry calculation of a molecular structure, C35H37N7O6SSbSn, from the Open Molecules 2025 dataset.

```
88
Properties=species:S:1:pos:R:3:forces:R:3
Sn -0.014520 0.284226 0.029206 -0.041 0.178 0.089
O -0.309749 -2.332092 -4.144847 0.016 0.057 0.138
C -1.644810 -2.496841 -4.207473 -0.069 0.050 0.021
C -2.148126 -3.350678 -5.190646 0.002 -0.003 -0.019
C -3.510678 -3.531841 -5.331230 0.035 0.000 0.030
C -4.397472 -2.864789 -4.491831 -0.042 -0.024 0.002
C -3.901190 -2.025186 -3.510761 -0.002 -0.023 -0.011
C -2.531872 -1.825659 -3.346464 0.055 -0.075 0.006
C -2.010262 -0.892738 -2.300610 0.025 -0.065 -0.049
O -0.759922 -0.986633 -1.984632 0.084 -0.083 -0.050
N -2.860700 -0.039224 -1.810793 -0.151 -0.035 -0.138
N -2.245594 0.878133 -0.964694 0.260 0.009 0.068
C -2.959580 1.918224 -0.758579 -0.121 0.134 0.023
C -2.572919 3.118766 -0.053443 -0.005 0.007 0.047
C -3.594698 4.021153 0.267202 -0.018 -0.030 0.046
C -3.349812 5.233703 0.876160 -0.070 -0.023 0.014
C -2.020232 5.576438 1.146013 0.020 -0.051 -0.034
C -0.991144 4.724154 0.820064 -0.010 0.031 0.050
C -1.212005 3.446301 0.228499 0.200 -0.078 -0.003
O -0.220242 2.673677 -0.051787 -0.268 0.147 0.170
H -0.144828 -1.783150 -3.333484 0.033 -0.091 0.015
H -1.440348 -3.855925 -5.835610 -0.001 0.003 0.001
H -3.885413 -4.202381 -6.095483 0.005 0.017 -0.017
H -5.465532 -2.999278 -4.607142 0.005 -0.011 0.026
H -4.568353 -1.493777 -2.845414 0.011 0.025 -0.011
H -3.960744 1.923243 -1.198431 0.000 -0.041 -0.008
H -4.617072 3.735074 0.035980 0.006 0.015 -0.056
H -4.163764 5.905323 1.116581 0.017 0.010 0.021
H -1.796026 6.531210 1.609989 0.019 0.005 -0.013
H 0.034844 5.009841 1.009667 0.077 -0.034 0.016
C 1.542443 2.768299 3.068953 -0.197 -0.015 -0.124
C 2.765820 1.924315 2.929969 0.113 -0.064 -0.039
C 3.718441 1.885247 3.945653 -0.021 0.011 0.067
C 4.862266 1.131824 3.775428 0.027 -0.013 0.007
C 5.012332 0.427766 2.594808 -0.047 -0.054 -0.015
C 4.000502 0.494738 1.636005 0.156 -0.069 -0.011
N 2.912040 1.239220 1.789859 -0.055 0.001 0.044
Sb 4.439635 -0.720859 -0.094360 -0.102 0.054 -0.203
C 3.510016 0.255871 -1.797760 -0.127 0.072 -0.013
C 4.450146 0.452175 -2.807694 0.008 -0.031 0.076
C 4.073101 1.102802 -3.970401 0.019 -0.001 -0.021
C 2.770290 1.532593 -4.084420 0.015 0.023 -0.075
C 1.873315 1.300252 -3.042372 0.042 -0.025 0.110
C 0.453886 1.763579 -3.167042 -0.024 -0.058 0.122
N 2.241375 0.671849 -1.916468 0.343 0.006 -0.215
C 3.206785 -2.430923 0.316376 -0.062 0.049 -0.094
C 3.644206 -3.258623 1.346166 -0.048 0.173 0.055
C 2.945800 -4.420380 1.599530 0.030 -0.050 0.053
C 1.861358 -4.726452 0.800062 -0.053 -0.033 -0.005
C 1.505857 -3.861998 -0.227016 0.156 0.074 0.009
C 0.363354 -4.178184 -1.139991 0.018 0.017 -0.045
N 2.174988 -2.723534 -0.467298 0.007 -0.158 0.040
H 1.455854 3.183069 4.073159 0.002 0.022 -0.005
H 1.575318 3.578459 2.342342 -0.039 0.077 -0.034
H 0.649446 2.190025 2.831927 -0.061 -0.050 -0.022
H 3.555270 2.447648 4.856340 -0.013 0.013 -0.014
H 5.625984 1.099782 4.543386 -0.010 -0.017 0.011
H 5.895712 -0.171207 2.409887 0.017 0.016 0.015
H 5.465903 0.103058 -2.672472 0.015 0.007 -0.022
H 4.786621 1.276451 -4.767003 0.005 -0.016 -0.002
H 2.431697 2.051612 -4.971729 -0.020 -0.001 0.002
H 0.346990 2.464889 -3.993608 -0.005 0.015 -0.008
H 0.125826 2.235966 -2.239601 0.002 0.047 -0.026
H -0.200739 0.908689 -3.342056 0.004 0.017 -0.021
H 4.495301 -2.973956 1.953385 0.024 -0.018 -0.001
H 3.242135 -5.082646 2.403245 -0.024 0.023 0.033
H 1.289355 -5.629913 0.968149 -0.029 0.027 -0.002
H -0.231671 -3.282175 -1.287792 -0.149 0.104 -0.076
H 0.735894 -4.468707 -2.123928 -0.015 0.001 -0.029
H -0.254828 -4.985606 -0.747391 -0.002 0.016 0.007
N -1.703280 -1.372267 0.779825 -0.130 -0.618 -0.135
N -1.468732 -1.939305 2.044755 0.021 -0.189 0.118
C -0.099769 -2.078041 2.478380 -0.037 0.091 -0.160
O 0.071383 -2.868758 3.415656 -0.066 0.075 -0.119
O 0.704287 -1.313805 1.891450 0.174 -0.079 0.196
H -2.554735 -0.822937 0.787565 0.023 -0.032 -0.042
H -1.751526 -2.063999 0.038386 -0.048 -0.117 0.007
H -2.013485 -2.755025 2.288838 -0.067 -0.028 -0.180
C -3.341987 1.846985 3.893251 0.030 -0.193 -0.071
S -2.585272 0.377723 3.149985 0.022 0.261 0.519
C -1.438218 0.014975 4.497807 -0.095 -0.038 -0.131
O -1.770832 0.934135 2.033695 0.227 0.460 -0.037
H -3.697898 1.604962 4.895541 -0.011 0.020 -0.009
H -4.172707 2.150670 3.258979 0.025 0.018 -0.018
H -2.586400 2.631703 3.910712 0.015 0.007 0.034
H -1.932991 -0.666176 5.190464 0.037 0.028 0.036
H -1.131626 0.934212 4.994301 0.010 0.038 -0.034
H -0.581471 -0.489344 4.050176 -0.100 0.084 0.121
```
Forces are in eV/Å.

Values from the calculation:
Net charge   -1
Energy relative to the best compared isomer or geometry (same formula, charge and spin)   0.000 eV
2S+1   1
LUMO   2.33 eV
Kohn-Sham gap   0.246 Eh

=====

# 2
The following is a quantum chemistry calculation of a molecular structure, C35H38AuFN3O3Si in a non-equilibrium geometry, from the Open Molecules 2025 dataset.

```
82
Properties=species:S:1:pos:R:3:forces:R:3
C -0.370324 -2.334934 -0.543521 0.756 -0.375 0.006
C -0.497051 -1.981315 -1.996943 1.186 0.530 0.767
C 0.912610 -2.089718 -2.499546 0.537 -0.553 0.842
H -1.225792 -2.516535 -2.606508 -0.153 0.158 0.082
C 1.733639 -2.519643 -1.471174 -0.701 0.513 -1.258
C 0.949868 -2.644101 -0.256553 -1.267 0.217 -0.023
H 1.364410 -2.969078 0.707814 -0.369 0.254 -0.461
H -1.207966 -2.356369 0.154522 0.269 -0.126 -0.227
H 1.195952 -1.903702 -3.537954 -0.052 -0.134 0.431
H 2.796086 -2.756418 -1.527329 -0.281 0.187 -0.128
Au -1.113603 0.041544 -1.790384 1.139 -0.681 -0.156
C -4.006144 -0.087962 -2.129696 -0.366 0.617 0.087
H -3.658174 0.096270 -3.144703 0.194 -0.065 0.053
H -3.317033 0.306644 -1.362364 -0.659 -0.042 -0.346
H -4.987871 0.401295 -2.001293 0.367 -0.392 0.063
Si -4.348006 -2.158980 -1.992354 -1.064 0.685 -0.702
C -6.038570 -2.113992 -1.143107 0.102 -0.054 0.454
C -6.333677 -3.320119 -0.488315 -0.966 0.140 0.439
H -5.660758 -4.168608 -0.575201 -0.083 0.123 -0.036
C -7.484710 -3.454288 0.304887 -0.037 0.735 0.153
H -7.715327 -4.423218 0.776227 0.135 0.666 -0.137
C -8.293119 -2.315059 0.534203 0.251 -0.530 -0.354
H -9.096427 -2.367582 1.279143 0.207 0.018 -0.503
C -8.071842 -1.135160 -0.198154 0.311 -0.170 0.024
H -8.757825 -0.277514 -0.090414 0.469 -0.552 -0.047
C -6.953954 -1.043679 -1.046881 -0.226 -0.430 0.227
H -6.814719 -0.136553 -1.642264 -0.028 -0.280 0.343
C -4.479639 -2.678422 -3.798476 0.366 1.012 -0.219
C -5.335887 -3.739419 -4.097700 0.371 -0.439 -0.156
H -6.256447 -3.855626 -3.522437 0.361 -0.258 0.044
C -4.962167 -4.668425 -5.070953 0.048 0.721 -0.010
H -5.577581 -5.548904 -5.226900 0.168 0.062 -0.120
C -3.787774 -4.444129 -5.804074 -0.190 -0.227 0.257
H -3.414265 -5.229993 -6.443200 -0.055 0.045 -0.279
C -3.080492 -3.251524 -5.682756 -0.013 0.371 -0.028
H -2.209862 -3.042228 -6.316841 -0.442 -0.160 0.191
C -3.459910 -2.325443 -4.703804 -0.091 -0.723 0.183
H -2.942229 -1.363217 -4.612918 0.059 -0.518 0.127
H -2.941820 -1.754420 -1.469843 -0.021 -0.118 0.133
H -3.894648 -3.502861 -1.516599 0.100 -0.318 0.277
F 4.462647 -1.086122 1.066717 0.034 1.096 -0.090
C 3.875065 0.167225 1.073550 -0.222 -0.500 0.075
C 2.769594 0.356078 0.288280 0.155 0.262 0.544
C 1.986220 1.494594 0.520022 0.500 0.352 -0.180
C 0.896591 1.777108 -0.377879 -0.819 -0.027 -1.490
O 0.886477 1.305487 -1.564062 0.131 -0.140 1.775
C -0.129259 2.643127 0.153280 0.312 -0.169 -0.198
C 0.179859 3.454390 1.210393 0.713 -0.172 -0.479
N 1.433006 3.502489 1.768938 -0.494 -2.448 -1.095
C 1.771701 4.598088 2.575321 0.153 1.295 0.964
C 1.140265 5.932036 2.278300 0.389 0.430 -0.265
C 0.734381 5.176460 3.491031 -0.048 -0.135 0.895
C 2.302020 2.422817 1.536983 -0.247 0.256 0.027
C 3.493470 2.254221 2.253696 0.532 -0.314 -0.148
C 4.339901 1.164631 1.963364 -0.992 0.198 -0.264
N 5.606015 1.090776 2.540036 0.136 0.389 0.354
C 5.713316 1.412635 3.945162 -0.112 -0.128 0.114
C 7.059623 2.060425 4.224943 -0.821 0.408 0.129
N 8.090340 1.154493 3.688956 1.054 -0.361 0.493
C 8.000688 0.819775 2.251792 -0.554 -0.043 -0.828
C 6.621860 0.202621 2.028809 -0.038 -0.181 -0.094
C -1.433232 2.832453 -0.580450 -1.380 0.153 -0.394
O -2.133713 3.797286 -0.275423 0.707 -0.738 -0.157
O -1.763267 1.966430 -1.512696 0.006 1.322 1.028
H 2.453943 -0.376811 -0.451282 0.045 0.138 0.113
H -0.523852 4.178559 1.607021 -0.087 -0.217 -0.498
H 2.802475 4.625506 2.917490 -0.348 -0.087 -0.204
H 1.788708 6.795508 2.428576 -0.363 -0.129 -0.237
H 0.419945 5.975277 1.459590 0.391 0.164 0.172
H -0.256016 4.712522 3.483869 0.436 0.171 0.227
H 1.102855 5.529085 4.455626 -0.375 -0.104 -0.229
H 3.768840 2.971704 3.037885 -0.066 -0.380 -0.673
H 5.589298 0.493601 4.563924 0.121 0.344 -0.079
H 4.912875 2.105323 4.224750 0.362 -0.306 0.078
H 7.173022 3.021450 3.723237 -0.102 -0.049 -0.027
H 7.222540 2.187591 5.299090 0.105 -0.060 -0.187
H 9.015220 1.530986 3.884548 0.165 -0.113 0.204
H 7.982019 0.269465 4.180299 0.316 -0.199 0.342
H 8.790987 0.101470 2.005351 -0.112 0.220 0.156
H 8.146822 1.743144 1.683453 -0.106 -0.163 0.063
H 6.567315 -0.775777 2.550104 0.170 0.111 -0.340
H 6.482486 0.045260 0.951770 0.022 -0.054 0.414
```
Forces are in eV/Å.

Values from the calculation:
Net charge   +1
2S+1   3
LUMO (alpha / beta)   -3.45 / -4.32 eV
Kohn-Sham gap (alpha / beta)   0.218 / 0.201 Eh

=====

# 3
The following is a quantum chemistry calculation of a molecular structure, C35H38BaClF5N4O5SSe in a non-equilibrium geometry, from the Open Molecules 2025 dataset.

```
91
Properties=species:S:1:pos:R:3:forces:R:3
Ba 0.601653 -1.156392 -0.757508 0.608 1.604 -0.458
O 1.203592 2.025900 1.279621 0.062 -0.324 -0.006
C -0.068057 2.629832 1.397387 0.057 -0.071 -0.039
C -0.082597 3.767149 0.396267 -0.084 0.121 0.056
C -0.032766 3.290125 -1.055846 0.150 -0.106 -0.099
C -1.347160 2.812648 -1.586391 -0.203 -0.094 -0.045
C -2.245661 3.727055 -2.136383 0.083 0.019 0.008
C -3.448609 3.286398 -2.648963 -0.048 0.014 -0.040
C -3.733198 1.932515 -2.596189 0.003 0.023 -0.018
C -2.796294 1.092166 -2.019860 -0.028 -0.220 0.118
N -1.632729 1.506298 -1.514488 0.086 0.119 0.065
H 1.324312 1.347601 1.967412 0.015 0.104 -0.029
H -0.233816 3.013872 2.410279 0.068 0.007 0.029
H -0.865813 1.903030 1.186180 -0.060 0.059 -0.033
H 0.807271 4.371346 0.591376 -0.022 0.027 0.051
H -0.956132 4.405030 0.571937 -0.025 -0.017 -0.064
H 0.684772 2.476983 -1.149583 0.054 0.026 0.007
H 0.325613 4.089541 -1.707252 -0.017 0.022 0.027
H -1.967299 4.772508 -2.185651 -0.007 0.009 -0.004
H -4.143488 3.982805 -3.103108 0.000 0.004 -0.005
H -4.646463 1.523688 -3.007395 -0.002 -0.001 0.002
H -2.978725 0.025115 -1.964451 0.002 0.077 -0.002
F -3.705098 -1.369107 -6.231889 -0.007 0.016 -0.001
C -2.641690 -0.715964 -5.721034 0.053 0.040 0.015
C -1.605278 -1.410716 -5.123574 -0.002 0.104 0.006
F -1.657458 -2.746059 -5.060546 -0.016 -0.038 -0.025
C -0.523540 -0.722871 -4.603303 -0.104 -0.204 0.015
F 0.424530 -1.475260 -4.005938 0.005 0.108 -0.020
C -0.385639 0.665748 -4.662572 0.527 0.410 0.237
S 1.009069 1.523141 -4.033840 -0.374 -0.404 -0.057
C -1.459642 1.321464 -5.274063 -0.154 0.082 -0.143
F -1.462456 2.662097 -5.401463 0.058 -0.030 0.056
C -2.559830 0.664349 -5.789344 0.061 -0.102 0.069
F -3.562063 1.362562 -6.362445 -0.007 -0.034 -0.003
N 1.965498 -2.065598 0.806147 0.282 -0.012 0.168
C 2.797829 -1.620489 1.706263 0.487 0.250 0.615
C 3.524668 -0.355090 1.609122 -0.027 -0.098 -0.203
C 4.322254 0.161794 2.602451 0.014 0.067 0.177
C 4.529019 -0.504635 3.818715 -0.060 -0.018 -0.140
C 3.909308 -1.751224 3.946415 0.080 -0.028 0.190
C 3.114954 -2.289436 2.959711 -0.297 -0.231 -0.094
H 3.440151 0.208784 0.683897 -0.090 0.007 -0.087
H 4.799767 1.123786 2.427740 0.014 0.007 0.022
H 5.148292 -0.090048 4.604070 0.014 0.008 0.004
H 4.063035 -2.325039 4.859946 -0.012 -0.004 0.004
H 2.655762 -3.266902 3.104053 0.066 -0.017 0.021
O -2.667285 -4.096101 -1.188173 -0.318 -0.080 0.032
Cl -1.821030 -2.959441 -1.256017 1.660 0.343 0.217
O -2.244324 -1.989451 -2.234370 -0.361 -0.431 0.032
O -1.728895 -2.269082 0.046015 -0.670 -0.631 -0.446
O -0.431866 -3.357848 -1.590773 -1.637 -0.519 -0.050
C -1.023206 2.872735 6.995001 0.053 0.071 0.009
C -2.077089 1.777921 6.891258 -0.002 -0.038 -0.001
C -3.088478 2.016565 5.771970 -0.023 -0.014 -0.004
C -2.497448 1.876458 4.371505 0.041 -0.013 -0.095
N -2.303660 0.488942 3.995161 0.104 0.301 0.078
C -1.092499 -0.140539 3.931299 0.114 -0.376 0.004
Se 0.561194 0.553132 4.331899 -0.146 -0.024 0.032
N -1.343701 -1.423321 3.552690 -0.012 0.049 -0.054
C -0.350000 -2.475646 3.329143 -0.063 0.104 0.009
C -0.370452 -3.564063 4.394317 0.033 0.027 -0.024
C 0.241313 -3.156232 5.736053 0.081 -0.071 -0.017
C -0.694058 -2.355085 6.633621 -0.060 0.069 0.054
C -2.700838 -1.599642 3.355654 -0.065 -0.034 -0.075
C -3.431701 -2.696090 2.921809 0.048 0.098 0.016
C -4.803261 -2.534007 2.804468 -0.036 0.059 0.014
C -5.423407 -1.317218 3.104331 0.027 -0.091 -0.006
C -4.688533 -0.217881 3.524200 0.035 0.050 0.002
C -3.316428 -0.382691 3.638497 -0.028 -0.095 0.031
H -0.431862 2.768527 7.906256 -0.009 -0.039 0.006
H -1.483785 3.865104 7.009436 -0.022 0.001 0.016
H -0.324515 2.824724 6.159011 -0.034 0.002 -0.026
H -2.616448 1.687838 7.838859 -0.016 0.019 -0.006
H -1.578467 0.819124 6.722650 0.004 -0.004 0.021
H -3.519175 3.019366 5.864857 0.035 0.015 0.032
H -3.916844 1.309192 5.874156 -0.026 0.026 -0.028
H -1.511059 2.337437 4.302298 -0.057 0.062 0.030
H -3.140888 2.341943 3.620269 -0.033 -0.033 0.020
H 0.621755 -1.993448 3.301875 0.172 0.038 -0.081
H -0.520179 -2.884161 2.333877 -0.027 -0.009 -0.030
H 0.203070 -4.388283 3.963758 0.025 -0.024 0.068
H -1.389836 -3.934763 4.554484 -0.009 -0.033 -0.048
H 1.154128 -2.587389 5.540464 0.005 0.028 0.010
H 0.546390 -4.062890 6.269851 -0.017 0.011 -0.004
H -0.952911 -1.392252 6.193341 0.020 -0.017 -0.020
H -0.229914 -2.142089 7.599370 0.017 -0.028 -0.002
H -1.623695 -2.900857 6.821520 -0.008 -0.020 -0.010
H -2.942442 -3.620790 2.655252 0.000 -0.039 -0.033
H -5.404449 -3.362272 2.453535 0.001 -0.003 -0.005
H -6.496756 -1.229442 2.995507 0.001 0.014 -0.009
H -5.164317 0.729566 3.741505 -0.003 -0.001 -0.010
```
Forces are in eV/Å.

Values from the calculation:
Net charge   -2
Energy relative to the best compared isomer or geometry (same formula, charge and spin)   0.811 eV
2S+1   1
LUMO   3.81 eV
Kohn-Sham gap   0.148 Eh

=====

Number 1: E_tot -82817.155 eV. Number 2: E_tot -61797.446 eV. Number 3: E_tot -156090.303 eV.